Entry 1:
This record from OMol25 describes a cluster of 2 separate species, C4H12S in total. The level of theory is wB97M-V/def2-TZVPD.

The geometry in XYZ format:
```
17
Properties=species:S:1:pos:R:3:lowdin_charge:R:1
C 2.21 2.24 0.68 -0.4558
C 2.49 -0.49 -0.02 -0.4193
S 1.89 0.59 1.32 0.7200
H 2.12 2.90 1.54 0.0208
H 1.46 2.57 -0.05 0.0328
H 3.21 2.34 0.27 0.0316
H 3.06 -1.28 0.47 0.0225
H 3.04 0.03 -0.79 0.0335
H 1.62 -0.89 -0.55 0.0123
C -2.94 -0.39 -0.68 -0.1700
C -2.28 -1.62 -0.04 -0.1616
H -2.99 0.45 0.03 0.0567
H -4.00 -0.55 -0.91 0.0557
H -2.45 -0.04 -1.59 0.0578
H -2.08 -1.50 1.01 0.0565
H -2.98 -2.45 -0.14 0.0558
H -1.37 -1.93 -0.54 0.0508
```

Values from the calculation:
SMILES: CSC.CC
Energy relative to the best compared isomer or geometry (same formula, charge and spin), kcal/mol: 7.50
Energy, eV: -15177.3807
Strongest force on any atom, eV/A: 0.80
Gap between HOMO and LUMO, eV: 9.42



Entry 2:
This record from OMol25 describes a cluster of 2 separate species, C4H12S2 in total. The level of theory is wB97M-V/def2-TZVPD.

The geometry in XYZ format:
```
18
Properties=species:S:1:pos:R:3:lowdin_charge:R:1
S -2.26 -0.68 0.25 0.6968
C -2.40 1.09 -0.03 -0.4513
C -1.66 -0.62 1.95 -0.4513
H -2.77 1.25 -1.06 0.0325
H -1.42 1.59 0.07 0.0329
H -3.11 1.56 0.67 0.0375
H -0.70 -0.09 2.02 0.0329
H -2.39 -0.13 2.61 0.0375
H -1.52 -1.66 2.29 0.0325
S 2.26 0.68 -0.25 0.6968
C 2.40 -1.09 0.03 -0.4513
C 1.67 0.62 -1.95 -0.4513
H 2.77 -1.25 1.06 0.0325
H 3.11 -1.56 -0.67 0.0375
H 1.42 -1.59 -0.07 0.0329
H 2.39 0.13 -2.61 0.0375
H 0.70 0.09 -2.02 0.0329
H 1.52 1.66 -2.29 0.0325
```

Values from the calculation:
SMILES: CSC.CSC
Energy relative to the best compared isomer or geometry (same formula, charge and spin), kcal/mol: 5.86
Energy, eV: -26012.8637
Strongest force on any atom, eV/A: 0.54
Gap between HOMO and LUMO, eV: 9.36



Entry 3:
This record from OMol25 describes a cluster of 2 separate species, C4H13BN5O3 in total. The level of theory is wB97M-V/def2-TZVPD.

The geometry in XYZ format:
```
26
Properties=species:S:1:pos:R:3:lowdin_charge:R:1
N 3.78 -1.90 -2.22 0.1516
B 3.33 -0.77 -1.35 -0.5326
O 4.06 0.46 -1.44 0.1199
N 2.15 -0.99 -0.42 0.2115
C 0.92 -0.98 -0.95 -0.2607
N 0.76 -0.72 -2.36 0.1510
C -0.68 -0.83 -2.47 0.0314
N -1.25 -1.12 -1.19 0.0359
N -0.30 -1.21 -0.21 0.1147
H 3.62 -1.60 -3.20 0.0933
H 3.16 -2.72 -2.11 0.0734
H 4.19 0.62 -2.40 0.1200
H 2.22 -1.14 0.60 0.1710
H -1.17 -0.70 -3.48 0.1624
H -2.26 -1.26 -1.07 0.1816
H -0.44 -1.42 0.78 0.1876
C -3.01 1.39 2.65 -0.2502
C -2.05 2.18 1.77 -0.2273
O -0.74 1.63 1.88 -0.0814
O -2.56 1.43 4.00 -0.0569
H -4.02 1.80 2.61 0.1272
H -3.03 0.34 2.34 0.1045
H -2.00 3.22 2.10 0.1323
H -2.37 2.15 0.72 0.1150
H -0.75 0.77 1.45 0.0434
H -1.59 1.37 3.96 0.0814
```

Values from the calculation:
Energy, eV: -18622.0467
Strongest force on any atom, eV/A: 6.50
Gap between HOMO and LUMO, eV: 8.65
Total charge: +1



Entry 4:
This record from OMol25 describes a cluster of 2 separate species, C4H13BrN2Si in total. The level of theory is wB97M-V/def2-TZVPD.

The geometry in XYZ format:
```
21
Properties=species:S:1:pos:R:3:lowdin_charge:R:1
C -0.97 2.18 -0.65 -0.1583
C 0.79 2.41 1.08 -0.1433
C 0.76 -2.83 0.20 -0.1447
C -1.36 -1.81 0.20 -0.1476
N 0.20 1.50 0.04 -0.3506
N 0.06 -1.56 0.02 -0.3415
Si 0.70 -0.04 -0.47 0.1089
Br 2.89 -0.10 -0.34 0.3930
H -0.54 3.16 -1.06 0.0896
H -1.46 1.57 -1.51 0.0538
H -1.64 2.58 0.08 0.0535
H 0.41 2.30 2.09 0.0652
H 1.94 2.25 1.22 0.0726
H 0.79 3.49 0.83 0.0801
H 0.79 -3.27 1.27 0.1217
H 0.32 -3.60 -0.30 0.0432
H 1.73 -2.75 -0.20 0.0211
H -2.05 -0.95 0.23 0.0748
H -1.78 -2.29 -0.69 0.0841
H -1.56 -2.36 1.11 0.0849
H -0.04 0.13 -3.13 -0.0606
```

Values from the calculation:
Energy relative to the best compared isomer or geometry (same formula, charge and spin), kcal/mol: 75.45
Energy, eV: -85256.8354
Strongest force on any atom, eV/A: 3.08
Gap between HOMO and LUMO (spin up / spin down), eV: 7.66 / 7.67



Entry 5:
This record from OMol25 describes a cluster of 2 separate species, C4H13N in total. The level of theory is wB97M-V/def2-TZVPD.

The geometry in XYZ format:
```
18
Properties=species:S:1:pos:R:3:lowdin_charge:R:1
C -2.82 1.70 1.57 -0.1716
C -4.10 1.10 0.99 -0.1797
H -1.90 1.54 1.09 0.0253
H -2.84 2.78 1.61 0.0645
H -2.81 1.19 2.54 0.0684
H -4.77 0.96 1.77 0.0248
H -4.07 0.20 0.32 0.0740
H -4.68 1.87 0.33 0.0945
C 2.53 0.10 -0.26 -0.0375
N 2.60 -1.38 -0.43 0.1240
C 2.13 -1.77 -1.83 0.0043
H 1.56 0.54 -0.70 0.1263
H 3.29 0.69 -0.82 0.1347
H 2.31 0.47 0.76 0.1094
H 3.57 -1.76 -0.47 0.1773
H 2.42 -0.99 -2.63 0.1652
H 2.24 -2.80 -1.91 0.0712
H 1.03 -1.76 -1.68 0.1247
```

Values from the calculation:
Energy relative to the best compared isomer or geometry (same formula, charge and spin), kcal/mol: 38.93
Multiplicity: 2
Energy, eV: -5837.8446
Strongest force on any atom, eV/A: 5.80
Gap between HOMO and LUMO (spin up / spin down), eV: 9.93 / 4.38
Total charge: +1



Entry 6:
This record from OMol25 describes the ion C4H13N2 with charge +1. The level of theory is wB97M-V/def2-TZVPD.

The geometry in XYZ format:
```
19
Properties=species:S:1:pos:R:3:lowdin_charge:R:1
N 0.23 -0.20 2.17 0.2143
C 0.43 -0.16 0.61 -0.2900
C 1.03 -1.52 0.19 -0.0078
C -0.92 0.09 -0.02 -0.2579
N -0.77 0.27 -1.43 -0.1012
C -0.06 1.46 -1.85 -0.0987
H 0.41 -1.13 2.54 0.1537
H -0.69 0.16 2.46 0.1637
H 0.83 0.52 2.57 0.1710
H 1.00 0.77 0.51 0.1395
H 0.74 -2.25 0.95 0.0879
H 0.45 -1.87 -0.66 0.0914
H 2.08 -1.44 -0.07 0.0944
H -1.46 0.89 0.53 0.1268
H -1.54 -0.79 0.21 0.1396
H -1.66 0.13 -1.89 0.1185
H -0.42 2.00 -2.72 0.0914
H 1.02 1.25 -1.90 0.0818
H -0.08 2.23 -1.05 0.0815
```

Values from the calculation:
SMILES: CNC[C@H](C)[NH3+]
Energy relative to the best compared isomer or geometry (same formula, charge and spin), kcal/mol: 39.31
Energy, eV: -7331.7825
Strongest force on any atom, eV/A: 1.88
Gap between HOMO and LUMO, eV: 9.26
Total charge: +1



Entry 7:
This record from OMol25 describes a cluster of 2 separate species, C4H13N2 in total. The level of theory is wB97M-V/def2-TZVPD.

The geometry in XYZ format:
```
19
Properties=species:S:1:pos:R:3:lowdin_charge:R:1
C -1.25 1.82 -0.94 -0.0955
C -1.46 -0.36 -1.75 -0.0155
N -0.68 0.48 -1.20 -0.1212
H -1.04 2.06 0.11 0.0758
H -2.32 1.92 -1.07 0.0840
H -0.67 2.50 -1.55 0.0894
H -1.08 -1.32 -2.11 0.0830
H -2.53 -0.20 -1.89 0.0935
C 1.91 0.25 1.49 -0.0115
N 1.10 -0.62 0.62 -0.0653
C 0.19 -1.54 1.38 0.0016
H 2.47 0.97 0.90 0.1063
H 1.26 0.75 2.20 0.1044
H 2.65 -0.33 2.04 0.1056
H 1.70 -1.16 0.00 0.1718
H 0.50 -0.04 -0.02 0.0867
H 0.80 -2.13 2.05 0.1053
H -0.37 -2.13 0.67 0.0960
H -0.51 -0.91 1.93 0.1055
```

Values from the calculation:
Energy relative to the best compared isomer or geometry (same formula, charge and spin), kcal/mol: 34.76
Energy, eV: -7331.9797
Strongest force on any atom, eV/A: 1.17
Gap between HOMO and LUMO, eV: 11.53
Total charge: +1



Question: The lowest energy belongs to which entry?
Answer: C4H13BrN2Si